Computed, not measured: a molecular structure, C25H45ClIOsP, with ωB97M-V with the def2-TZVPD basis set.

Calculated values
lowest unoccupied orbital energy (alpha / beta): -0.2 / -1.8 eV
HOMO-LUMO gap (alpha / beta): 0.1883 / 0.2268 Ha
spin multiplicity: 5
ΔE to the lowest compared entry with this formula, charge and spin: 0.00 kcal/mol

Geometry (Å):
Os  -0.187130  0.002244  0.204766
P  0.004836  0.300369  -2.126066
Cl  2.113465  0.696097  0.569588
C  -0.580864  1.501140  2.320155
H  0.254685  2.195825  2.291700
H  -1.433497  1.744898  2.966295
C  1.357349  -0.701543  -3.023768
C  0.190386  2.095549  -2.641343
C  2.770002  -0.152787  -2.769238
H  1.293739  -1.685474  -2.521696
C  3.849294  -1.115054  -3.303877
H  2.879800  0.821481  -3.268938
H  2.920090  0.029162  -1.694539
C  3.636700  -1.488800  -4.778451
H  4.839848  -0.661377  -3.168900
H  3.830943  -2.032021  -2.695717
C  2.198746  -1.934662  -5.050856
H  3.869096  -0.617935  -5.407012
H  4.331729  -2.289540  -5.058386
C  1.167481  -0.934357  -4.529969
H  2.043752  -2.087470  -6.123850
H  2.028045  -2.905647  -4.567037
H  1.281613  0.019533  -5.063431
H  0.167042  -1.314287  -4.753907
C  -1.626936  -0.260381  -2.893573
C  0.623157  2.394862  -4.084613
H  -0.833477  2.487153  -2.498451
C  0.383625  3.880985  -4.364320
H  1.688210  2.154587  -4.209693
H  0.078073  1.796463  -4.823194
C  1.130848  4.787114  -3.376402
H  0.673760  4.113326  -5.395923
H  -0.692855  4.085283  -4.277937
C  0.890437  4.388740  -1.912101
H  2.206650  4.719692  -3.585391
H  0.832779  5.831333  -3.528744
C  1.098625  2.885365  -1.692128
H  1.553037  4.954428  -1.244245
H  -0.141637  4.647417  -1.629935
H  2.148977  2.613611  -1.875828
H  0.889513  2.624552  -0.646373
C  -1.759665  -1.788446  -2.967512
H  -2.356467  0.109787  -2.150148
C  -3.175715  -2.190165  -3.410050
H  -1.038564  -2.189920  -3.692934
H  -1.511288  -2.248695  -1.999343
C  -3.615968  -1.500519  -4.711917
H  -3.224139  -3.279369  -3.532944
H  -3.878177  -1.918722  -2.609799
C  -3.382787  0.013766  -4.686833
H  -3.067019  -1.937336  -5.558992
H  -4.679319  -1.701148  -4.890615
C  -1.968341  0.386060  -4.244740
H  -3.571985  0.445631  -5.677056
H  -4.090415  0.479459  -3.987812
H  -1.254719  0.040987  -5.006524
H  -1.899706  1.480226  -4.195836
C  0.115219  -1.823917  0.066189
C  -0.289209  0.038476  2.283597
H  0.366905  -2.273120  -0.920037
C  -1.392664  -0.713871  3.070723
H  0.701118  -0.246709  2.691455
C  -1.214521  -2.229469  3.212538
H  -1.381356  -0.293769  4.093214
H  -2.353458  -0.448002  2.614915
C  -1.258245  -2.961339  1.881813
H  -0.265958  -2.456001  3.727518
H  -2.010283  -2.592221  3.867984
C  0.118074  -2.842994  1.155722
H  -1.487866  -4.022934  2.037498
H  -2.065300  -2.568898  1.245447
H  0.934373  -2.617963  1.854404
H  0.370701  -3.795736  0.679623
I  -1.994390  2.136993  0.349486

Force components x, y, z for each atom (eV/Å):
-0.34 0.55 1.78
0.62 0.21 -3.56
0.24 0.24 0.13
1.30 -0.64 2.12
-0.20 -0.03 0.05
0.43 0.15 -0.29
-0.37 0.12 0.30
-0.08 -0.28 0.04
0.20 0.10 0.21
0.04 0.21 -0.20
-0.21 -0.04 0.06
-0.04 -0.23 0.07
0.01 -0.10 -0.40
-0.01 0.13 0.13
-0.18 -0.11 0.00
0.01 0.14 -0.07
0.12 -0.07 0.05
-0.03 -0.10 0.05
-0.06 0.17 -0.02
-0.08 0.09 -0.05
0.05 -0.01 0.08
-0.02 0.05 -0.02
-0.01 -0.21 0.08
0.30 0.14 -0.02
0.22 0.38 0.22
-0.13 -0.06 -0.14
0.18 -0.17 -0.01
-0.01 0.15 0.10
-0.19 0.12 0.03
0.14 0.16 0.21
0.12 -0.06 0.07
-0.04 0.04 0.15
0.07 -0.07 -0.07
-0.07 -0.07 -0.14
-0.08 0.04 0.00
0.11 -0.14 -0.03
-0.04 0.15 0.26
-0.12 -0.07 -0.16
0.15 -0.09 -0.01
-0.19 0.05 0.07
0.09 0.23 -0.36
0.04 -0.11 -0.11
0.11 -0.09 -0.19
-0.05 0.15 0.10
-0.18 0.03 0.18
-0.22 0.13 -0.23
0.13 -0.04 -0.03
-0.04 0.18 0.06
0.07 -0.06 -0.08
-0.11 -0.06 0.17
-0.03 0.06 0.12
0.18 -0.03 -0.01
-0.01 -0.08 -0.15
-0.06 -0.08 0.15
0.02 -0.05 -0.09
-0.18 0.17 0.13
0.02 -0.27 0.05
-0.01 -0.78 -0.40
-0.13 -0.46 1.45
-0.10 0.36 0.53
0.57 0.15 0.13
-0.34 0.31 -0.26
-0.38 0.38 0.02
-0.13 -0.01 -0.33
-0.08 -0.27 0.14
0.55 -0.26 0.00
-0.24 0.11 -0.14
-0.04 -0.05 -0.02
-0.35 -0.72 -0.49
0.16 0.15 0.01
0.24 0.00 0.12
-0.25 0.05 0.01
-0.01 -0.11 0.26
-1.07 0.24 -1.84

***

Computed, not measured: 4 unconnected molecules or ions with the total composition C25H45FN3O8S3, with ωB97M-V with the def2-TZVPD basis set.

Calculated values
lowest unoccupied orbital energy: -3.5 eV
HOMO-LUMO gap: 0.2946 Ha
spin multiplicity: 1
net charge: +1

Geometry (Å):
C  4.026965  0.927796  1.519832
C  3.227452  0.921623  0.402481
N  2.107134  0.011855  0.298141
C  0.953350  0.309006  0.842184
N  0.632883  1.437855  1.554355
O  1.191280  2.641049  1.071668
C  1.465971  3.493941  2.196569
C  2.296075  4.714844  1.767497
C  2.361064  4.988682  0.256146
C  3.604322  4.376031  -0.415205
C  -0.873658  1.510204  1.577494
C  -1.248912  0.449520  0.544660
C  -2.645824  -0.123417  0.587350
C  -3.560191  0.709876  -0.274972
O  -3.280390  1.210384  -1.313838
F  -4.780641  0.852384  0.247745
N  -0.128833  -0.507345  0.816672
C  -0.131630  -1.763281  0.115499
C  0.003342  -1.900003  -1.207087
H  4.030609  1.790510  2.180943
H  4.649975  0.070762  1.770509
H  3.433701  1.523707  -0.477230
H  2.205175  -0.870266  -0.193896
H  0.524773  3.835888  2.634769
H  1.998942  2.927075  2.961933
H  3.312794  4.655810  2.157876
H  1.844373  5.585123  2.246123
H  2.452316  6.070618  0.142958
H  1.445926  4.712718  -0.264321
H  4.425791  5.089711  -0.437228
H  3.375885  4.073823  -1.436915
H  3.958901  3.503491  0.133531
H  -1.199234  2.491677  1.246674
H  -1.188094  1.225350  2.579100
H  -1.023823  0.866713  -0.442381
H  -2.692701  -1.146605  0.211005
H  -3.033800  -0.123685  1.606035
H  -0.273194  -2.627436  0.750794
H  -0.456743  -2.767041  -1.668206
H  0.583337  -1.249934  -1.853487
C  6.437177  -2.145980  -2.257041
C  7.575685  -1.529147  -1.432603
C  7.807584  -0.107441  -1.961010
S  6.230089  0.445636  -2.621740
O  6.350286  0.621133  -4.042044
O  5.686858  1.485938  -1.779990
C  5.343832  -1.084059  -2.317403
H  6.070947  -3.071174  -1.814938
H  6.788182  -2.371557  -3.265402
H  7.285268  -1.489860  -0.380442
H  8.486279  -2.121185  -1.497326
H  8.117958  0.583002  -1.181318
H  8.524903  -0.089766  -2.778712
H  4.620422  -1.241165  -3.114670
H  4.835543  -0.982809  -1.356223
C  -7.150144  0.842186  -2.934507
C  -6.497397  2.104552  -2.353562
C  -6.795059  3.258360  -3.319346
S  -8.342188  2.846165  -4.140516
O  -8.078224  2.637983  -5.540273
O  -9.377899  3.744534  -3.705151
C  -8.557642  1.251312  -3.355649
H  -7.177492  0.028258  -2.210520
H  -6.584251  0.501393  -3.804274
H  -6.938781  2.327951  -1.379264
H  -5.429161  1.975315  -2.197700
H  -6.914634  4.210346  -2.809145
H  -6.032785  3.347674  -4.090946
H  -9.024624  0.567140  -4.059726
H  -9.204209  1.400054  -2.491388
C  -2.115247  -6.448080  4.230230
C  -0.797535  -5.880638  4.774179
C  -0.113300  -5.130110  3.623875
S  -1.435136  -4.564347  2.543944
O  -1.306476  -5.216250  1.264304
O  -1.535680  -3.120487  2.613043
C  -2.776394  -5.307597  3.461719
H  -2.759352  -6.812313  5.027811
H  -1.911377  -7.281508  3.555314
H  -1.008309  -5.189051  5.591594
H  -0.151373  -6.663179  5.166643
H  0.449754  -4.266120  3.967966
H  0.529086  -5.782658  3.035725
H  -3.546419  -5.633518  2.766336
H  -3.173434  -4.547945  4.134372

Force components x, y, z for each atom (eV/Å):
-0.62 -0.24 -0.51
0.48 0.32 0.63
1.64 -0.86 -0.58
-0.26 -0.37 0.93
-0.48 0.76 -1.08
0.25 -0.52 0.20
0.41 0.44 0.35
-0.38 0.15 -0.26
0.60 0.42 0.01
-0.41 -0.13 0.06
0.33 -0.63 -0.17
0.48 0.09 0.07
-0.29 0.28 0.54
0.39 0.19 -0.52
-0.08 -0.11 0.31
-0.11 -0.14 0.12
0.98 -0.08 -0.75
0.09 -0.25 -0.39
0.13 -0.16 0.36
1.73 0.78 -1.03
-1.48 -0.71 1.22
-1.04 1.06 0.50
-0.49 -0.08 -0.05
-0.13 -0.18 -0.11
-0.08 -0.18 -0.06
0.00 -0.14 -0.02
0.01 -0.07 0.11
-0.19 0.00 -0.04
-0.05 -0.15 0.12
0.02 -0.01 -0.03
0.20 -0.01 -0.03
0.02 -0.06 -0.06
0.10 0.14 0.37
-0.29 0.23 -0.01
-0.46 -0.07 -0.14
0.12 -0.02 -0.02
0.02 -0.20 0.01
-0.93 0.19 -0.04
0.82 -0.44 0.08
-0.87 0.66 -0.12
0.07 0.05 0.01
-0.08 0.02 -0.03
0.17 -0.19 0.17
0.07 -0.16 0.15
-0.07 0.15 -0.02
-0.15 0.07 -0.08
-0.03 -0.27 0.02
0.01 -0.01 -0.01
-0.03 0.00 -0.02
-0.01 0.01 0.00
0.01 0.00 0.01
-0.02 0.10 -0.07
-0.07 0.05 -0.07
0.01 0.12 -0.04
0.04 0.04 0.02
0.05 0.08 -0.02
-0.16 0.03 0.04
0.30 -0.06 0.19
-0.01 -0.01 0.12
-0.04 0.04 -0.03
-0.03 0.03 -0.11
0.10 -0.22 0.13
0.01 0.00 0.00
-0.03 -0.02 -0.02
-0.04 -0.04 -0.01
-0.01 0.05 -0.08
-0.08 0.05 -0.09
-0.07 -0.01 -0.08
-0.05 0.10 -0.07
-0.03 0.03 -0.02
0.12 0.00 -0.05
-0.07 0.02 -0.01
0.10 -0.10 0.26
-0.09 -0.17 0.43
0.04 0.23 -0.12
0.03 0.05 -0.21
-0.12 -0.19 0.10
-0.01 0.00 0.00
-0.03 -0.01 -0.01
-0.01 0.01 -0.01
0.01 0.00 0.00
0.00 0.05 -0.11
-0.06 0.01 -0.09
0.03 0.08 -0.08
0.02 0.04 -0.03

***

Computed, not measured: a molecular structure, C25H45GeN2O5PtSi, with ωB97M-V with the def2-TZVPD basis set.

Calculated values
lowest unoccupied orbital energy (alpha / beta): 0.2 / -2.1 eV
HOMO-LUMO gap (alpha / beta): 0.2956 / 0.2112 Ha
spin multiplicity: 2

Geometry (Å):
Pt  -0.149280  -0.097586  -0.082804
C  0.394407  0.473737  -4.752210
C  0.378590  -0.569842  -3.632842
C  -1.005002  -1.209248  -3.579239
C  1.436726  -1.633416  -3.913744
O  0.675003  0.016337  -2.368130
Ge  1.093538  1.825591  -2.035176
O  -0.587547  1.937507  -1.180047
C  -1.354935  3.113106  -0.901130
C  -0.502414  4.363765  -1.130717
C  -2.580257  3.140515  -1.811875
C  -1.795456  3.071322  0.554875
O  1.712130  1.211551  -0.288609
C  3.061348  1.170618  0.185827
C  4.015494  1.625387  -0.920944
C  3.423558  -0.245451  0.602180
C  3.201296  2.108918  1.381977
H  0.179432  -0.004796  -5.709075
H  -0.364613  1.239546  -4.566490
H  1.370244  0.958994  -4.819837
H  -1.305621  -1.565740  -4.566755
H  -0.997184  -2.053199  -2.888682
H  -1.730380  -0.469753  -3.228633
H  1.257809  -2.114331  -4.878031
H  2.426800  -1.173004  -3.926908
H  1.415214  -2.391726  -3.127567
H  -0.252054  4.470037  -2.188664
H  -1.036258  5.258422  -0.803359
H  0.428244  4.283624  -0.559861
H  -2.274870  3.260333  -2.854996
H  -3.125078  2.204977  -1.702781
H  -3.238930  3.967905  -1.537053
H  -0.921587  3.168396  1.198927
H  -2.494413  3.881299  0.777052
H  -2.285991  2.116103  0.741490
H  3.912625  0.979218  -1.796758
H  3.792930  2.651652  -1.218956
H  5.047187  1.577556  -0.569731
H  3.321969  -0.921515  -0.250312
H  4.453736  -0.289320  0.963270
H  2.760150  -0.579660  1.399281
H  2.791116  3.089819  1.132616
H  2.664231  1.714726  2.245367
H  4.252602  2.227331  1.652863
O  -3.255958  0.220301  -0.539711
C  -2.918432  -0.937860  -0.645347
C  -3.833072  -2.073965  -1.062708
C  -2.950848  -3.315867  -0.971876
C  -1.587473  -2.791659  -0.547767
O  -0.605088  -3.487925  -0.403420
N  -1.656052  -1.428718  -0.374422
H  -4.209957  -1.872678  -2.064755
H  -4.685532  -2.100967  -0.385262
H  -2.833329  -3.849104  -1.914161
H  -3.297320  -4.029990  -0.225660
C  -0.936747  -0.375319  4.935331
Si  -0.879444  0.180631  3.136236
C  -2.673290  0.252472  2.628464
C  0.012339  1.825448  3.204578
N  -0.007712  -0.782917  1.903574
C  0.648433  -1.955886  2.066330
C  1.334463  -2.596064  0.986939
C  2.030628  -3.765395  1.172942
C  2.077543  -4.369646  2.423856
C  1.410442  -3.782005  3.504951
C  0.718732  -2.612255  3.340362
H  -1.499242  0.400568  5.465050
H  0.048374  -0.445404  5.403675
H  -1.463742  -1.321114  5.084301
H  -3.096189  1.229797  2.875945
H  -3.247267  -0.510894  3.160834
H  -2.799706  0.094540  1.559995
H  -0.704866  2.643250  3.299927
H  0.599516  1.987091  2.300486
H  0.682221  1.858967  4.067188
H  1.303337  -2.133261  0.015739
H  2.540380  -4.218852  0.333044
H  2.625120  -5.293122  2.563398
H  1.441443  -4.248891  4.480690
H  0.203788  -2.183014  4.177442

Force components x, y, z for each atom (eV/Å):
0.78 -0.84 0.95
0.02 0.07 0.16
-0.08 -0.08 -0.28
-0.03 0.08 0.14
0.00 0.04 0.12
-0.10 0.01 0.44
-0.11 0.34 -0.03
0.12 0.23 -0.61
-0.03 0.29 -0.03
0.04 -0.15 -0.02
0.12 -0.12 -0.02
0.08 -0.18 -0.06
-1.01 -0.32 0.22
0.31 -0.06 0.05
-0.23 0.00 -0.05
-0.07 -0.01 -0.11
-0.11 0.02 -0.05
-0.01 0.02 0.01
0.03 -0.01 -0.05
-0.03 0.00 -0.03
0.01 -0.01 0.02
0.00 0.00 -0.06
-0.01 -0.03 -0.05
0.01 -0.02 0.03
0.00 -0.03 -0.02
0.01 0.00 -0.03
0.02 0.06 0.04
0.00 -0.02 -0.03
-0.04 0.08 -0.01
-0.03 -0.01 0.02
-0.04 0.02 -0.02
0.03 0.01 -0.07
-0.07 0.01 -0.01
0.04 0.00 -0.01
-0.01 0.06 0.04
0.05 0.04 0.01
0.07 -0.01 -0.03
-0.02 0.00 0.01
0.01 0.00 0.05
-0.03 0.01 0.01
0.09 0.01 0.00
0.03 0.00 0.03
0.04 0.03 -0.01
-0.03 -0.01 0.02
0.00 -0.05 -0.13
-0.12 -0.27 -0.02
0.11 -0.14 0.04
-0.09 0.14 0.03
-0.07 0.05 -0.01
-0.15 -0.05 -0.16
0.15 1.06 0.19
0.00 0.01 -0.01
-0.03 0.04 -0.03
0.00 -0.01 0.00
0.05 -0.05 -0.02
0.23 -0.32 -0.08
-0.43 0.65 0.33
0.11 -0.09 -0.10
-0.01 -0.09 -0.17
0.51 -1.00 -1.04
-0.05 0.10 0.29
0.01 0.16 0.14
0.12 -0.12 0.13
0.00 0.02 -0.08
0.00 0.02 0.03
-0.02 0.04 -0.20
0.01 0.01 -0.09
-0.06 0.04 0.02
-0.02 0.07 0.03
0.01 -0.05 0.01
0.05 0.01 0.01
-0.07 0.15 0.09
0.04 -0.03 0.04
-0.08 0.10 0.02
0.02 -0.04 -0.04
0.04 0.10 -0.03
-0.03 0.01 0.00
-0.01 0.02 0.00
-0.01 -0.02 -0.01
-0.01 0.02 0.10

***

Computed F_max (eV/Å) in order:
3.624 2.162 1.524
Computed E (eV) in order:
-59031.53189 -82715.70252 -107515.72590